Entry 1:
Entry from the Open Molecules 2025 dataset: C15H12N4O4S in the gas phase (ωB97M-V/def2-TZVPD).

Atoms and positions in Å:
O -5.63441 5.00297 -1.87993
N -5.02264 3.95853 -2.30953
O -5.32144 3.49346 -3.40601
C -3.93433 3.55485 -1.53838
C -2.84524 2.80791 -2.07907
C -1.71439 2.49618 -1.33571
C -1.82246 2.60246 0.03332
S -0.41650 2.00168 1.19370
O 0.87140 2.11905 0.53140
O -0.35097 2.64285 2.49895
N -0.76663 0.21716 1.42980
N 0.23638 -0.80739 1.26424
C 1.36381 -0.82973 2.01259
C 2.36790 -1.85579 1.71541
C 3.31335 -2.24364 2.61154
N 3.99662 -3.42614 2.16245
C 3.61337 -3.56734 0.89933
C 4.07520 -4.49012 -0.09355
C 3.58063 -4.54354 -1.43365
C 2.55990 -3.63592 -1.70954
C 1.98575 -2.72236 -0.79098
C 2.62821 -2.66432 0.51212
C -2.96364 3.16869 0.64647
C -3.85714 3.70019 -0.18329
H -2.80968 2.76197 -3.14813
H -0.77570 2.21084 -1.78379
H -1.67999 -0.04826 1.13329
H 0.07921 -1.61828 0.66029
H 1.56242 -0.03929 2.73372
H 3.36607 -1.75080 3.55691
H 4.78105 -5.28300 0.35970
H 3.85729 -5.24675 -2.20486
H 2.24864 -3.50970 -2.73824
H 1.23016 -2.07136 -1.14821
H -2.98547 3.45770 1.63774
H -4.81673 4.15724 0.18988

Output
E_LUMO in hartree: -0.0816
SMILES: O=[N+]([O-])c1ccc(S(=O)(=O)NN/C=C2/C=Nc3ccccc32)cc1
Highest occupied orbital energy in Eh: -0.276

Entry 2:
Entry from the Open Molecules 2025 dataset: C15H12O12PrS3 as an isolated structure (ωB97M-V/def2-TZVPD).

Atoms and positions in Å:
Pr 0.40615 0.40524 -1.30035
O 4.77073 4.77636 -1.57568
C 3.91233 3.92930 -1.59708
C 2.41944 4.16830 -1.57053
O 1.87522 5.25133 -1.48903
C 1.80189 2.84354 -1.64215
C 2.80105 1.83640 -1.74524
O 2.52940 0.57858 -1.87590
C 4.13365 2.43445 -1.63645
O 5.20761 1.87144 -1.57211
O 0.53406 2.57691 -1.61072
O -3.00997 0.33249 -3.43356
S -1.97598 -0.12795 -2.55447
O -0.64933 -0.24727 -3.17572
O -1.84585 0.62999 -1.30170
C -2.48044 -1.78748 -2.03426
C -3.69901 -2.22417 -2.53487
C -4.22341 -3.45010 -2.15752
C -3.52538 -4.25826 -1.27399
C -2.30438 -3.83461 -0.77402
C -1.77920 -2.60566 -1.14500
S -0.22398 -2.15421 -0.37030
O -0.51447 -0.93102 0.40195
O 0.16879 -3.25830 0.46377
O 0.72068 -1.82682 -1.43974
H -4.22224 -1.57091 -3.21913
H -5.17507 -3.77477 -2.55763
H -3.92866 -5.21419 -0.96648
H -1.72698 -4.44171 -0.09062
O 1.36540 1.08788 0.69902
S 1.88057 1.13929 2.10596
C 0.62661 2.09126 3.06313
C -0.20172 1.10588 3.88286
C 0.72780 -0.05927 4.22183
C 1.39385 -0.43451 2.90980
H 0.05256 2.63571 2.31490
H 1.16783 2.79827 3.69156
H -1.03690 0.73903 3.28386
H -0.59906 1.57648 4.78249
H 0.18339 -0.90646 4.63980
H 1.47695 0.26017 4.95250
H 0.69634 -0.88877 2.21207
H 2.26970 -1.07186 3.01873

Output
E_LUMO (alpha / beta) in hartree: 0.0752 / 0.0752
Charge: -1
Highest occupied orbital energy (alpha / beta) in Eh: -0.167 / -0.167
Multiplicity: 3
Energy above the lowest of the compared OMol25 structures with the same formula, charge and spin in kcal per mole: 34.3

Entry 3:
Entry from the Open Molecules 2025 dataset: a 10-piece molecular cluster, C15H13BCl36O4 overall (ωB97M-V/def2-TZVPD).

Atoms and positions in Å:
C 2.27546 3.64955 1.98096
C 1.23298 4.12813 0.76432
O 0.74741 3.09671 0.01845
O 0.90174 5.54540 0.54888
C -0.48466 5.73565 0.09473
C -1.46172 5.54453 1.39883
C -3.06712 5.49576 1.05595
B -3.73117 4.37935 2.11696
C -3.36270 2.76352 1.85997
O -3.35061 2.60179 0.38246
O -2.47950 1.70638 0.01103
H 3.17834 3.11852 1.44860
H 2.56783 4.57583 2.63327
H 1.71680 2.79636 2.59488
H -0.59199 6.85696 -0.29990
H -0.75577 5.05477 -0.82725
H -1.22241 4.56936 2.04191
H -1.25897 6.45950 2.13805
H -3.61778 6.52081 1.32208
H -3.32440 5.22615 -0.05728
H -4.41480 4.68847 3.02258
H -2.26902 2.53832 2.26671
H -4.13030 2.03609 2.37418
H -2.49472 1.75806 -1.00893
Cl -0.13929 -1.70958 1.87223
C 0.18520 -1.28800 0.17181
Cl 1.59385 -2.21065 -0.41041
Cl -1.23877 -1.68831 -0.82146
Cl 0.52502 0.45652 0.04688
Cl 5.39882 2.83397 0.74863
C 5.88520 1.12234 0.65802
Cl 4.44633 0.11020 0.37558
Cl 7.03825 0.90274 -0.68243
Cl 6.65741 0.64244 2.19028
Cl 0.06641 -3.67659 -2.62491
C -0.41480 -4.70119 -4.00081
Cl -1.34395 -3.72855 -5.16922
Cl 1.04155 -5.35173 -4.79478
Cl -1.42320 -6.04789 -3.41433
Cl 2.69882 3.88737 5.71288
C 3.18520 2.17573 5.62227
Cl 1.74633 1.16360 5.33983
Cl 4.33825 1.95614 4.28182
Cl 3.95741 1.69584 7.15454
Cl -3.34522 -1.41648 -2.81456
C -4.61480 -1.16518 -4.03909
Cl -4.54413 0.51352 -4.63199
Cl -4.35820 -2.28683 -5.39946
Cl -6.21165 -1.47091 -3.31037
Cl 6.66211 -2.35341 0.99872
C 8.28835 -3.07835 1.06405
Cl 9.49449 -1.88038 0.53055
Cl 8.64834 -3.57982 2.73542
Cl 8.34846 -4.49980 -0.00848
Cl -1.28055 0.16788 -9.61358
C -1.31165 -0.70058 -8.05817
Cl 0.14369 -1.71874 -7.91725
Cl -1.34462 0.47669 -6.72120
Cl -2.76512 -1.72813 -7.98065
Cl -0.45871 -7.74256 -0.54876
C -1.61165 -9.10058 -0.51749
Cl -0.76453 -10.60879 -0.94436
Cl -2.30701 -9.25181 1.11595
Cl -2.91635 -8.79915 -1.69280
Cl -3.75417 -1.99294 2.47539
C -3.71165 -3.43339 3.52313
Cl -3.87414 -4.89958 2.52392
Cl -2.16287 -3.48261 4.40256
Cl -5.05542 -3.35843 4.69065

Output
E_LUMO in hartree: -0.0026
SMILES: CC(=O)OCCCBCOO.ClC(Cl)(Cl)Cl.ClC(Cl)(Cl)Cl.ClC(Cl)(Cl)Cl.ClC(Cl)(Cl)Cl.ClC(Cl)(Cl)Cl.ClC(Cl)(Cl)Cl.ClC(Cl)(Cl)Cl.ClC(Cl)(Cl)Cl.ClC(Cl)(Cl)Cl
Highest occupied orbital energy in Eh: -0.317

Entry 4:
Entry from the Open Molecules 2025 dataset: C15H13Cl4CrI2O2P as an isolated structure (ωB97M-V/def2-TZVPD).

Atoms and positions in Å:
Cr 0.00890 -0.01757 -0.07907
Cl -0.36680 2.12634 6.19061
C 0.20979 1.71877 4.63620
C 1.55107 1.95904 4.30418
Cl 2.59534 2.65378 5.46757
C 2.03115 1.64099 3.03505
Cl 3.67278 1.89589 2.62914
C 1.15513 1.10646 2.07735
O 1.44029 0.82437 0.84625
C -0.19246 0.80042 2.44569
O -0.86282 0.21952 1.49024
C -0.66562 1.13652 3.71448
Cl -2.30725 0.85668 4.11301
I -2.38364 -0.68788 -1.35502
C -1.63683 0.56848 -2.98772
I 0.54306 0.78812 -2.71133
H -2.10614 1.54718 -2.91832
H -1.83365 0.09182 -3.94522
C 1.14397 -3.29450 -1.34870
P 1.35827 -1.93440 -0.14476
C 3.16241 -1.67488 -0.08333
C 0.85478 -2.58877 1.45996
C 1.43934 -2.08868 2.62164
C 0.91424 -2.42706 3.85503
C -0.18460 -3.26707 3.93971
C -0.76664 -3.76579 2.78510
C -0.26080 -3.41920 1.54674
H 0.08653 -3.51556 -1.48200
H 1.66132 -4.18196 -0.98406
H 1.56561 -3.00020 -2.30974
H 3.64250 -2.54264 0.37427
H 3.39800 -0.78077 0.49375
H 3.54156 -1.52996 -1.09633
H 2.30195 -1.44042 2.56221
H 1.35734 -2.02395 4.75174
H -0.59256 -3.52826 4.90355
H -1.62714 -4.41219 2.84687
H -0.73143 -3.79501 0.64927

Output
E_LUMO (alpha / beta) in hartree: -0.1819 / -0.1759
Charge: +1
Highest occupied orbital energy (alpha / beta) in Eh: -0.390 / -0.392
Multiplicity: 2

Entry 5:
Entry from the Open Molecules 2025 dataset: C15H13ClF2N4O in the gas phase (ωB97M-V/def2-TZVPD).

Atoms and positions in Å:
O -1.89578 1.00127 -2.10917
C -1.19521 1.18576 -1.13623
C 0.16539 1.82431 -1.27725
C 0.30375 3.20310 -1.21936
C 1.53681 3.78638 -1.45150
F 1.66077 5.11958 -1.38292
C 2.63954 2.99279 -1.74875
F 3.83596 3.55296 -1.97073
C 2.51393 1.61690 -1.81607
C 1.27492 1.03938 -1.58410
Cl 1.10452 -0.67481 -1.65489
N -1.57186 0.88235 0.12209
C -0.73737 1.03811 1.29581
C -0.95765 -0.16847 2.23038
N -1.24295 -1.33798 1.44009
C -0.23021 -2.11754 0.99476
N -0.53116 -3.06944 0.10357
C 0.45746 -3.84350 -0.29650
C 1.75524 -3.70687 0.17597
C 1.95465 -2.69595 1.10484
N 0.98513 -1.90279 1.51601
C -2.50381 -1.28728 0.73059
C -2.81304 0.17147 0.34379
H -0.54492 3.83250 -1.00293
H 3.37538 1.01321 -2.05044
H 0.30932 1.07930 0.99084
H -0.98714 1.97170 1.81594
H -1.80478 0.00506 2.89910
H -0.06108 -0.35541 2.81966
H 0.19084 -4.59846 -1.02584
H 2.55640 -4.34248 -0.15956
H 2.92868 -2.50084 1.53678
H -3.30422 -1.68568 1.36416
H -2.40750 -1.91841 -0.15387
H -3.39007 0.20989 -0.58075
H -3.36993 0.67986 1.13648

Output
E_LUMO in hartree: 0.0236
SMILES: O=C(c1cc(F)c(F)cc1Cl)N1CCN(c2ncccn2)CC1
Highest occupied orbital energy in Eh: -0.312

Asked for molecular weight across the records above, the calculation gives 344.35 621.36 1544.38 703.86 338.74 g mol⁻¹ in order.